(1)
Here is one molecule with the formula C21H23FN2O4 from the OMol25 dataset. Energies are from ωB97M-V/def2-TZVPD.

```
51
Properties=species:S:1:pos:R:3:forces:R:3:nbo_charge:R:1
C 4.081273 4.367245 1.817382 -0.0332 0.1313 0.1409 -0.252
O 4.328292 3.386835 0.837657 0.0287 -0.2353 -0.2190 -0.495
C 3.504815 2.302281 0.791340 -0.1495 -0.1402 0.0710 0.308
C 2.443725 2.064879 1.651158 0.3508 0.3552 -0.0724 -0.311
C 1.675364 0.921888 1.498201 -0.0182 -0.2479 -0.1351 -0.212
C 1.943360 0.013602 0.491345 0.0706 0.1560 0.1168 0.132
N 1.191537 -1.149274 0.264684 0.4852 -0.0682 -0.3999 -0.623
C -0.017448 -1.474889 0.768965 -0.2420 -0.4776 -0.0614 0.693
O -0.604264 -0.847926 1.625854 0.0779 0.1234 0.1848 -0.619
C -0.582531 -2.788703 0.196891 -0.1374 0.0784 0.1540 -0.316
C -0.566396 -2.874372 -1.332246 -0.0117 -0.0404 -0.0673 -0.497
C -1.982665 -2.496761 -1.754978 0.3890 -0.2076 0.1054 0.687
O -2.342434 -2.240688 -2.883852 -0.1412 0.1256 -0.4303 -0.636
N -2.758886 -2.510529 -0.657359 -0.0275 0.0761 0.2027 -0.434
C -4.135461 -2.075616 -0.649232 -0.2003 0.1018 -0.3955 -0.198
C -4.271362 -0.621208 -1.132911 0.0565 -0.1720 0.0900 -0.434
C -3.354973 0.302867 -0.380784 -0.1328 -0.0107 -0.0875 -0.058
C -2.151684 0.709795 -0.944567 -0.0732 0.0189 0.0724 -0.150
C -1.297812 1.559670 -0.265337 0.0742 0.2032 0.2073 -0.296
C -1.662267 1.995007 0.993819 -0.1742 -0.0264 -0.1675 0.404
F -0.850878 2.850727 1.655742 -0.0146 -0.0726 0.0203 -0.334
C -2.843109 1.595931 1.589507 0.2151 0.1333 0.0653 -0.270
C -3.683358 0.746657 0.894209 0.1057 -0.0081 -0.1155 -0.189
C -2.071519 -2.892798 0.552782 0.0447 -0.1769 0.4319 -0.206
C 3.026685 0.247593 -0.378410 -0.0822 0.0558 0.1049 0.284
O 3.227881 -0.706805 -1.344808 -0.3477 0.1553 0.4720 -0.518
C 4.295784 -0.526952 -2.244067 0.2104 -0.0097 -0.2118 -0.248
C 3.795671 1.381901 -0.220520 0.0694 0.0062 -0.0773 -0.336
H 4.832146 5.139372 1.656890 -0.0753 -0.0284 0.0535 0.199
H 4.190150 3.960398 2.827706 -0.0208 0.0118 -0.0326 0.176
H 3.083187 4.801890 1.706698 0.0248 -0.0192 0.0118 0.179
H 2.189099 2.754235 2.437925 -0.0003 0.1081 0.0764 0.224
H 0.847643 0.739857 2.161349 -0.0393 -0.0143 0.0099 0.257
H 1.600030 -1.744437 -0.443227 -0.2222 0.0093 0.1035 0.417
H -0.007852 -3.599212 0.653865 -0.0549 0.0562 -0.0119 0.235
H 0.140375 -2.203690 -1.819232 -0.0348 -0.0324 -0.0527 0.231
H -0.359085 -3.889087 -1.677962 -0.0121 0.0308 -0.0460 0.234
H -4.725530 -2.723406 -1.307014 -0.0214 0.0235 0.1320 0.211
H -4.506556 -2.173944 0.372217 0.0035 -0.0355 -0.0549 0.203
H -4.026717 -0.593767 -2.194603 -0.1051 0.0191 0.0372 0.241
H -5.310853 -0.314787 -1.002876 -0.0269 -0.0021 -0.0539 0.215
H -1.884805 0.361943 -1.931764 0.0117 -0.0306 -0.1485 0.215
H -0.361240 1.881531 -0.693700 0.1061 0.0587 -0.0295 0.231
H -3.091161 1.947535 2.578447 -0.0033 0.0621 0.1025 0.226
H -4.612478 0.431013 1.347097 -0.1216 -0.0179 0.0530 0.208
H -2.309250 -2.204154 1.369708 0.0249 -0.1443 -0.1104 0.242
H -2.353869 -3.911960 0.845520 0.0721 0.0625 0.0227 0.186
H 5.257196 -0.503259 -1.722636 -0.0440 0.0116 -0.0110 0.181
H 4.175108 0.389572 -2.828835 0.0008 -0.0269 0.0377 0.182
H 4.266719 -1.387301 -2.911177 0.0510 0.0893 0.0213 0.201
H 4.630401 1.601299 -0.864859 0.0943 -0.0184 -0.1095 0.230
```
Forces are in eV/Å.

The SMILES is COc1ccc(NC(=O)[C@@H]2CC(=O)N(CCc3ccc(F)cc3)C2)c(OC)c1. The calculation puts the largest force on an atom at 0.01230 hartree/bohr. The energy relative to the best compared isomer or geometry (same formula, charge and spin) is 6.56 kJ/mol. As for the charge: 0. As for the HOMO-LUMO gap: 8.520 eV. The calculation puts the lowest unoccupied orbital energy at 0.651 eV.


(2)
Here is C21H23IrN6OS2 as an isolated structure in a non-equilibrium geometry from the OMol25 dataset. Energies are from ωB97M-V/def2-TZVPD.

```
54
Properties=species:S:1:pos:R:3:forces:R:3:nbo_charge:R:1
Ir -0.296400 -0.354700 0.016000 -0.7924 0.1674 -1.1311 1.224
N 1.322400 0.527300 -4.064800 -0.0852 0.5086 0.1157 -0.755
C 1.104000 0.496000 -2.737100 0.8369 -2.9714 0.5854 0.249
S 1.560500 -0.944400 -1.841600 -0.5251 0.9097 0.1419 -0.048
N 0.541800 1.510200 -2.156500 -0.7190 2.8383 -0.1654 -0.226
N 0.176100 1.451600 -0.897400 0.7278 -2.7381 -0.4455 -0.394
C -0.203500 2.562300 -0.238900 -0.6749 1.6165 0.6824 0.076
C -0.715900 2.412300 1.046300 0.0437 0.0780 -0.1727 0.072
C -0.988100 3.492300 1.926600 0.0847 0.0131 -0.2652 -0.177
C -1.508900 3.257400 3.165700 -0.0325 -0.2437 0.0267 -0.164
C -1.801800 1.935300 3.543900 0.0808 0.4688 -0.1152 -0.246
C -1.490700 0.917500 2.673400 -0.1904 -0.3677 0.0435 0.069
N -0.939000 1.121500 1.483500 0.3336 -0.3499 -0.3757 -0.486
H 1.928300 -0.150400 -4.493800 -0.0723 -0.0652 0.0637 0.419
H 1.144100 1.392700 -4.547100 0.0883 0.0650 -0.0656 0.413
H -0.112400 3.518400 -0.734900 0.0792 0.0970 0.0955 0.230
H -0.749600 4.486000 1.588600 -0.0193 0.2116 -0.0100 0.235
H -1.697800 4.067800 3.849700 -0.0453 0.1531 0.0369 0.238
H -2.264900 1.716000 4.487300 -0.0564 -0.1007 0.1969 0.241
H -1.706900 -0.106900 2.932900 0.0561 -0.1753 0.0000 0.239
C 3.025300 -0.601300 0.989000 0.2497 -0.0100 -0.1679 -0.418
N 1.785300 -0.195600 1.650000 -0.1546 -0.0359 -0.0836 -0.425
C 1.964400 1.162800 2.162500 0.0453 0.2551 0.0454 -0.418
C 1.466300 -1.124000 2.750300 -0.1434 -0.1450 0.1291 -0.244
C 0.178400 -1.883100 2.574800 -0.1127 -0.1249 -0.0047 -0.106
C -0.255500 -2.655300 3.649700 0.0201 0.0327 -0.1076 -0.202
C -1.464600 -3.319200 3.611500 -0.0113 -0.0615 0.0799 -0.207
C -2.225000 -3.278000 2.455400 0.0361 -0.0354 -0.1450 -0.210
C -1.784300 -2.549200 1.361300 -0.2821 -0.2101 0.0941 -0.246
C -0.603300 -1.813900 1.424200 0.3212 0.3160 -0.1171 -0.180
H 3.874300 -0.548500 1.684700 -0.1168 -0.0497 0.0350 0.192
H 3.236800 0.063900 0.153100 -0.0486 -0.0461 0.0120 0.218
H 2.937200 -1.619500 0.615500 -0.0108 0.0118 -0.0191 0.216
H 2.870200 1.239300 2.777700 -0.0379 -0.0787 -0.0244 0.200
H 1.113900 1.454400 2.773500 0.0494 0.0084 0.0102 0.206
H 2.057500 1.863600 1.333800 0.0363 -0.0113 -0.0375 0.209
H 1.402400 -0.563800 3.688300 0.0984 -0.0009 -0.0569 0.213
H 2.277500 -1.849200 2.875000 0.0261 0.1207 -0.0120 0.220
H 0.364300 -2.714700 4.529800 0.0888 0.0090 0.2417 0.215
H -1.814100 -3.862700 4.476700 0.0143 -0.0889 0.0376 0.225
H -3.164300 -3.806600 2.401500 -0.0906 -0.0724 -0.0181 0.223
H -2.392600 -2.545400 0.466800 0.0334 0.0827 0.0149 0.213
O -1.046600 -1.586000 -1.718200 0.6990 0.0028 0.6676 -0.512
N -2.215200 -1.537100 -2.297500 -1.0190 0.4095 0.1386 0.015
C -2.397400 -2.254700 -3.425100 -0.1313 -0.4842 -0.7245 0.030
C -3.606600 -2.289900 -4.071700 0.2472 0.0396 0.2462 -0.239
C -4.685300 -1.575400 -3.540800 0.0838 0.2476 0.2940 -0.148
C -4.488900 -0.836400 -2.401300 -0.0615 -0.2508 -0.3434 -0.218
C -3.231300 -0.791300 -1.784700 0.0376 0.3357 0.5526 -0.001
S -2.965000 0.196900 -0.420600 0.9548 -0.2250 0.0623 -0.010
H -1.531000 -2.798300 -3.768100 0.0794 0.0169 0.1026 0.243
H -3.717600 -2.880100 -4.967500 0.1013 -0.0391 -0.0253 0.247
H -5.653900 -1.587100 -4.014500 -0.0661 -0.0642 -0.0753 0.240
H -5.278800 -0.264600 -1.939800 -0.0538 0.0305 -0.0431 0.248
```
Forces are in eV/Å.

The calculation puts the largest force on an atom at 0.06110 hartree/bohr. The energy relative to the best compared isomer or geometry (same formula, charge and spin) is 152.37 kJ/mol. As for the charge: +1. Its spin multiplicity is 6. As for the HOMO-LUMO gap (spin up / spin down): 6.538 / 5.232 eV. The calculation puts the lowest unoccupied orbital energy (spin up / spin down) at -2.778 / -5.739 eV.


(3)
Here is an isolated ion of composition C21H23N2O and charge +1 in a non-equilibrium geometry from the OMol25 dataset. Energies are from ωB97M-V/def2-TZVPD.

```
47
Properties=species:S:1:pos:R:3:forces:R:3:nbo_charge:R:1
C -2.799219 5.130111 -1.028658 -0.1242 0.0971 0.1244 -0.638
C -2.214858 3.736562 -1.028707 0.4375 0.4069 0.0819 0.036
C -2.928202 2.608815 -0.645690 -0.9727 0.1674 0.0263 -0.216
C -2.428894 1.314480 -0.726093 0.9080 0.2255 -0.2092 0.029
C -3.305783 0.187143 -0.249118 -0.1523 -0.3287 -0.1893 -0.660
C -1.091681 1.162206 -1.222849 0.1659 -0.1567 0.8148 -0.059
C -0.380793 -0.162895 -1.124128 -0.3521 -0.7625 -0.2143 -0.156
C 0.404230 -0.699467 -2.305222 0.6446 -0.8161 -0.1396 -0.637
C 0.795163 -0.408273 0.163705 -0.4400 -0.4901 1.9814 0.003
N 0.666445 0.764146 1.046000 -0.4013 7.7496 1.5350 0.127
N 0.574090 1.862404 1.405689 0.4189 -7.6180 -2.2737 0.326
C 2.338218 -0.750398 0.095895 0.0948 0.5187 -1.1713 -0.423
C 3.067614 -1.519036 1.213434 -0.1419 -0.2987 0.8283 -0.430
C 2.289075 -2.656456 1.823689 -0.9183 -0.5415 0.1895 0.050
C 2.887909 -3.701392 2.566823 -0.2198 0.1664 -0.3682 -0.224
C 2.100319 -4.731303 3.111515 -0.1638 0.9177 0.1883 -0.134
C 0.690982 -4.679004 3.000545 0.4143 0.1010 -0.5573 -0.215
C 0.086082 -3.645528 2.293167 0.3620 -0.3203 -0.3066 -0.118
C 0.879161 -2.640688 1.690307 0.8887 0.2048 0.3617 -0.209
C 0.151416 -1.510260 1.061892 -2.8505 -1.6966 0.4334 0.543
O -1.074217 -1.491873 1.193808 1.8074 0.6069 -0.1277 -0.526
C -0.370223 2.286079 -1.653670 0.0958 -0.0364 0.4740 -0.006
C 1.057179 2.165555 -2.140099 0.4102 0.3174 -0.2166 -0.632
C -0.918684 3.555302 -1.482596 0.4643 -0.0420 -0.6271 -0.222
H -2.038608 5.863449 -1.304540 -0.0575 -0.1272 -0.0929 0.223
H -3.595195 5.168458 -1.782801 0.0777 0.1208 0.2173 0.236
H -3.209604 5.477814 -0.066671 0.0272 -0.4704 -0.2688 0.234
H -3.954431 2.777778 -0.280202 0.5010 -0.2898 -0.1806 0.220
H -4.295992 0.594119 -0.028166 0.1695 -0.1458 0.1131 0.232
H -3.467553 -0.620989 -0.988619 0.2666 0.4415 0.1692 0.226
H -2.884904 -0.283869 0.641876 -0.2174 0.0902 -0.0674 0.249
H -1.175565 -0.938571 -0.897392 1.2285 0.9981 0.1241 0.276
H 0.612963 -1.727901 -1.991586 0.2602 -0.1258 -0.4861 0.207
H -0.211444 -0.794998 -3.205217 0.0631 0.3401 0.1452 0.255
H 1.378479 -0.213078 -2.535311 -0.9851 -0.4742 0.1969 0.224
H 2.914166 0.175914 -0.081397 -0.3110 -0.4712 -0.3610 0.242
H 2.380769 -1.407695 -0.780035 0.1466 0.3939 -0.0829 0.257
H 3.365840 -0.866641 2.043558 -0.0287 0.1735 -0.2139 0.232
H 4.010412 -1.932235 0.811129 -0.4146 0.4112 -0.0888 0.255
H 3.982627 -3.690176 2.700358 -0.6591 -0.1431 -0.0818 0.231
H 2.577850 -5.520349 3.702680 -0.2115 0.2612 -0.3834 0.237
H 0.072245 -5.480547 3.398514 0.2062 0.1983 0.0357 0.237
H -0.990640 -3.639957 2.109343 0.3995 0.0786 0.3053 0.247
H 1.428020 3.166144 -2.390696 0.0244 -0.2069 0.1835 0.237
H 1.701154 1.760098 -1.330338 -0.1346 0.1511 -0.5359 0.183
H 1.213115 1.549579 -3.051886 -0.3578 0.5473 0.7055 0.234
H -0.289032 4.407421 -1.752241 -0.3685 -0.1234 0.0094 0.216
```
Forces are in eV/Å.

The SMILES is Cc1cc(C)c([C@@H](C)[C@]2([N+]#N)CCc3ccccc3C2=O)c(C)c1. The calculation puts the largest force on an atom at 0.15482 hartree/bohr. The energy relative to the best compared isomer or geometry (same formula, charge and spin) is 241.19 kJ/mol. As for the charge: +1. As for the HOMO-LUMO gap: 6.882 eV. The calculation puts the lowest unoccupied orbital energy at -4.969 eV.


Look up the energy relative to the best compared isomer or geometry (same formula, charge and spin) of the first one.
6.56 kJ/mol


Which formula does entry 1 have?
C21H23FN2O4


Among the records above, which one has the highest energy relative to the best compared isomer or geometry (same formula, charge and spin)?
C21H23N2O